[1]
A structure of composition C21H50AsF9O19S2V at a distorted geometry, computed with ωB97M-V/def2-TZVPD.

XYZ file:
```
103
Properties=species:S:1:pos:R:3:lowdin_charge:R:1
O 0.782 -1.213 -1.528 -0.395
V -0.391 -1.520 -0.502 1.094
O -0.095 -0.587 0.713 -0.382
C -2.890 3.579 -1.606 -0.659
F -1.699 3.789 -2.325 0.025
F -2.622 3.673 -0.363 0.164
F -3.781 4.500 -1.917 0.101
S -3.648 1.826 -2.242 0.448
O -4.982 1.723 -1.725 -0.329
O -3.522 1.814 -3.710 -0.353
O -2.777 0.896 -1.589 -0.357
S -4.939 -3.522 0.166 0.100
O -3.525 -3.430 -0.231 -0.367
O -5.807 -2.676 -0.622 -0.316
O -5.497 -4.849 -0.048 -0.388
O -5.007 -3.097 1.540 -0.394
As -2.730 -3.982 -5.490 0.903
F -1.189 -3.889 -6.448 -0.338
F -3.637 -4.551 -6.926 -0.323
F -4.321 -3.989 -4.599 -0.302
F -1.856 -3.347 -4.086 -0.297
F -2.973 -2.253 -5.939 -0.309
F -2.494 -5.665 -4.878 -0.319
C 0.675 1.164 -6.964 -0.118
O -0.219 0.795 -7.983 -0.171
C 0.328 0.175 -9.188 -0.161
C -0.730 -0.704 -9.913 -0.158
O -2.128 -0.308 -9.712 -0.169
C -3.144 -0.876 -10.502 -0.134
H 1.707 0.948 -7.242 0.070
H 0.508 0.733 -5.976 0.094
H 0.605 2.240 -6.809 0.077
H 1.101 -0.546 -8.925 0.112
H 0.739 0.944 -9.842 0.107
H -0.680 -1.775 -9.718 0.118
H -0.420 -0.693 -10.958 0.098
H -4.100 -0.354 -10.452 0.081
H -3.366 -1.900 -10.204 0.087
H -2.942 -0.900 -11.573 0.066
C 1.367 -6.347 -1.353 -0.096
O 1.491 -5.296 -0.400 -0.176
C 2.421 -5.700 0.597 -0.219
C 2.441 -4.585 1.664 -0.175
O 1.136 -4.120 2.047 -0.186
C 0.371 -4.929 2.861 -0.135
H 0.865 -5.941 -2.232 0.100
H 0.842 -7.215 -0.955 0.091
H 2.363 -6.600 -1.717 0.075
H 3.395 -5.943 0.172 0.110
H 2.133 -6.670 1.004 0.110
H 2.988 -3.686 1.380 0.120
H 3.049 -4.852 2.528 0.107
H 0.855 -5.117 3.819 0.078
H -0.110 -5.815 2.446 0.095
H -0.467 -4.303 3.168 0.096
C 3.921 3.541 -0.756 -0.089
O 4.702 4.069 -1.839 -0.225
C 3.876 4.837 -2.747 -0.183
C 4.535 6.162 -3.340 -0.196
O 5.557 6.065 -4.314 -0.198
C 6.484 4.940 -4.216 -0.075
H 4.582 2.991 -0.086 0.085
H 3.081 2.954 -1.125 0.097
H 3.526 4.418 -0.244 0.081
H 2.855 5.049 -2.427 0.123
H 3.812 4.178 -3.613 0.116
H 4.919 6.503 -2.379 0.105
H 3.783 6.902 -3.614 0.118
H 6.073 3.940 -4.352 0.079
H 6.783 4.886 -3.169 0.078
H 7.223 5.178 -4.980 0.085
C -3.577 0.222 5.374 -0.063
O -4.999 -0.067 5.614 -0.165
C -5.602 1.053 6.363 -0.197
C -5.370 1.075 7.840 -0.238
O -5.627 -0.204 8.363 -0.163
C -5.406 -0.291 9.730 -0.143
H -3.196 -0.315 4.505 0.103
H -3.129 0.226 6.368 0.070
H -3.521 1.270 5.080 0.071
H -6.653 0.882 6.132 0.124
H -5.496 2.059 5.956 0.119
H -5.832 1.887 8.401 0.124
H -4.299 1.199 8.003 0.108
H -6.343 -0.078 10.244 0.084
H -4.576 0.267 10.163 0.081
H -5.076 -1.306 9.955 0.085
C 3.676 2.379 9.090 -0.096
O 4.825 1.760 8.516 -0.183
C 5.202 2.140 7.217 -0.205
C 4.304 1.682 6.071 -0.202
O 2.974 2.124 6.052 -0.198
C 2.151 1.410 5.264 -0.143
H 3.251 1.900 9.971 0.084
H 2.824 2.496 8.420 0.078
H 3.976 3.393 9.357 0.079
H 6.181 1.771 6.912 0.124
H 5.283 3.224 7.299 0.119
H 4.200 0.612 6.255 0.125
H 4.763 1.803 5.090 0.128
H 1.193 1.927 5.206 0.103
H 2.067 0.330 5.384 0.097
H 2.641 1.505 4.295 0.088
```

Summary:
energy: -194132.29658 eV
charge: -3
molecular weight: 967.59 g/mol
maximum force: 5.2 eV/A
HOMO level: 0.93 eV


[2]
A structure of composition C8H10AlN2S at a distorted geometry, computed with ωB97M-V/def2-TZVPD.

XYZ file:
```
22
Properties=species:S:1:pos:R:3:nbo_charge:R:1
C 0.030 -1.735 0.539 -0.459
C -1.404 -1.664 0.542 -0.323
C -1.797 -0.525 1.286 -0.306
C -0.642 0.116 1.790 -0.280
C 0.518 -0.623 1.352 -0.475
Al 0.221 0.113 -0.617 1.825
N 3.507 0.144 1.372 -1.088
C 0.206 -0.344 -2.365 -0.956
C -1.137 0.194 -2.121 -0.618
H -2.822 -0.242 1.516 0.212
H -2.077 -2.415 0.126 0.212
H -0.618 0.929 2.511 0.233
H 1.524 -0.565 1.778 0.346
H 0.647 -2.584 0.229 0.248
H -1.982 -0.502 -2.093 0.225
H 0.952 0.240 -2.921 0.261
H 4.502 0.430 1.234 0.213
H -1.393 1.178 -2.513 0.226
H 0.327 -1.421 -2.549 0.252
S 0.417 4.439 0.837 -0.151
C 0.474 2.981 0.249 0.237
N 0.547 1.856 -0.181 -0.832
```

Summary:
ΔE to the lowest compared entry with this formula, charge and spin: 466.45 kJ/mol
energy: -28866.86568 eV
charge: -1
molecular weight: 193.23 g/mol
maximum force: 5.4 eV/A
HOMO level (alpha / beta): -2.36 / -1.47 eV


[3]
The ion H2NOS2 with charge -1 at a distorted geometry, computed with ωB97M-V/def2-TZVPD.

XYZ file:
```
6
Properties=species:S:1:pos:R:3:nbo_charge:R:1
N 0.567 0.915 -0.711 -1.156
O -0.866 1.675 1.394 -0.961
S -2.417 -0.076 -0.068 -0.677
S -0.624 0.708 0.328 1.616
H 0.424 0.173 -1.370 0.345
H 0.000 -0.694 0.997 -0.166
```

Summary:
ΔE to the lowest compared entry with this formula, charge and spin: 132.57 kJ/mol
energy: -25239.53427 eV
charge: -1
molecular weight: 96.16 g/mol
maximum force: 4.4 eV/A
HOMO level: -3.98 eV
SMILES: N=[S@@H]([O-])=S